No. 1
Molecular formula: C5H14NO4
Method: DFT, ωB97M-V with the def2-TZVPD basis set

The calculation puts the strongest force on any atom at 1.984 eV Å⁻¹. The charge is -1. As for the LUMO energy: 0.1359 Ha. The energy relative to the best compared isomer or geometry (same formula, charge and spin) is 157.0 kJ/mol.

CARTESIAN COORDINATES (ANGSTROEM)
O (-0.59755, 1.36424, 2.62676)
C (-0.72637, 1.45413, 1.41358)
N (0.35924, 1.71943, 0.63281)
C (1.81480, 1.07480, 0.87852)
O (2.16393, 0.23926, -0.10160)
C (-2.09900, 1.07274, 0.78509)
C (-2.09022, -0.42964, 0.43125)
C (-1.50309, -0.70292, -0.92134)
H (0.36854, 1.67066, -0.37733)
H (2.62560, 1.82847, 0.84990)
H (1.57307, 0.58900, 1.85346)
H (-2.83981, 1.37724, 1.51856)
H (-2.29752, 1.66451, -0.11530)
H (-3.07369, -0.86350, 0.65215)
H (-1.51685, -1.00621, 1.18732)
H (-0.65240, -0.12788, -1.28690)
H (-1.13380, -1.71194, -1.00879)
H (-2.21393, -0.48794, -1.75179)
H (1.85351, -1.23806, -0.05874)
H (1.89551, -2.75976, 0.41557)
O (1.81148, -2.23914, -0.39280)
H (2.05747, -0.04805, -2.43681)
H (2.10971, -1.50310, -1.99817)
O (2.11137, -0.93635, -2.79539)

Löwdin atomic charge list, values in e, 5 entries: -0.004, -0.537, 0.083, -0.357, -0.276

---

No. 2
Molecular formula: CH8NO3
Method: DFT, ωB97M-V with the def2-TZVPD basis set

The calculation puts the strongest force on any atom at 3.602 eV Å⁻¹. The charge is -1. As for the LUMO energy: 0.1579 Ha. The energy relative to the best compared isomer or geometry (same formula, charge and spin) is 46.2 kJ/mol.

CARTESIAN COORDINATES (ANGSTROEM)
N (0.28522, 0.35036, -1.89397)
C (1.23650, -0.24699, -0.76863)
O (0.58598, -0.68607, 0.27645)
H (-0.34130, 0.95300, -1.36256)
H (-0.31399, -0.41457, -2.21516)
H (1.82197, 0.70111, -0.70509)
H (1.77930, -0.94139, -1.44244)
H (0.01812, 0.73978, 1.17634)
H (0.24466, 2.10548, 1.87098)
O (-0.43576, 1.60498, 1.44715)
H (-1.02864, -1.46630, 0.65746)
H (-1.89982, -1.20660, 1.93506)
O (-1.95224, -1.49278, 1.02441)

Löwdin atomic charge list, values in e, 5 entries: -0.059, -0.546, -0.311, 0.011, 0.013

---

No. 3
Molecular formula: C3H7N
Method: DFT, ωB97M-V with the def2-TZVPD basis set

The calculation puts the strongest force on any atom at 1.317 eV Å⁻¹. As for the LUMO energy: 0.0408 Ha. The energy relative to the best compared isomer or geometry (same formula, charge and spin) is 174.4 kJ/mol.

CARTESIAN COORDINATES (ANGSTROEM)
C (-0.98890, 1.09422, -1.05734)
C (-1.50712, -0.00731, -1.58556)
H (-0.53591, 1.80597, -1.72805)
H (-0.92927, 1.12991, 0.01685)
H (-1.92126, -0.08899, -2.58799)
H (-1.80362, -0.86848, -1.00027)
C (1.11911, -0.95360, 1.73604)
N (1.49632, -0.16374, 0.82111)
H (0.57656, -0.59593, 2.61268)
H (1.42506, -1.99453, 1.68248)
H (1.37602, 0.79984, 1.13497)

Löwdin atomic charge list, values in e, 5 entries: -0.087, -0.087, 0.047, 0.029, 0.044

---

No. 4
Molecular formula: C27H78AlF2N13O11P4S2
Method: DFT, ωB97M-V with the def2-TZVPD basis set

As for the multiplicity: 2. The calculation puts the strongest force on any atom at 8.604 eV Å⁻¹. The charge is +3. As for the LUMO energy (alpha / beta): -0.3913 / -0.3964 Ha.

CARTESIAN COORDINATES (ANGSTROEM)
Al (-18.09070, -0.49202, 17.09701)
N (-18.77248, -2.14389, 14.93574)
S (-19.32293, -1.84937, 13.53947)
O (-20.53387, -2.52247, 13.06103)
O (-18.31683, -1.43746, 12.56661)
F (-19.81414, -0.38105, 13.91655)
S (-18.52193, -3.70309, 14.55236)
O (-17.64748, -3.91767, 13.41506)
O (-19.65601, -4.60040, 14.83695)
F (-17.45181, -4.07609, 15.74600)
O (-20.44042, -2.61510, 17.72987)
P (-21.65904, -3.47228, 17.89102)
N (-22.32015, -3.30657, 19.47355)
C (-23.16257, -2.14682, 19.86684)
C (-21.77373, -4.05438, 20.64379)
N (-21.44327, -5.20499, 17.72178)
C (-22.51060, -6.11729, 17.93873)
C (-20.19311, -5.89772, 17.56446)
N (-22.95862, -3.08036, 16.77642)
C (-24.25279, -3.71663, 16.91904)
C (-22.74833, -2.50910, 15.46869)
H (-22.60773, -1.31756, 20.30568)
H (-24.02255, -2.26343, 20.52633)
H (-23.68310, -1.63379, 19.05817)
H (-21.13138, -3.44332, 21.27790)
H (-21.35049, -5.02729, 20.39395)
H (-22.66073, -4.18026, 21.26465)
H (-22.13437, -7.02662, 18.40742)
H (-23.12513, -5.67607, 18.72345)
H (-23.12945, -6.30586, 17.06148)
H (-20.18773, -6.41803, 16.60668)
H (-19.45563, -5.10224, 17.45760)
H (-20.00788, -6.44783, 18.48705)
H (-24.52795, -4.64159, 16.41224)
H (-24.43159, -3.93200, 17.97249)
H (-24.96164, -2.94816, 16.61067)
H (-23.51637, -1.79661, 15.16771)
H (-22.69755, -3.34951, 14.77642)
H (-21.73980, -2.09807, 15.42365)
O (-18.25372, -0.45507, 6.71487)
P (-17.17642, -1.38893, 7.08838)
N (-17.34184, -2.01746, 8.66503)
C (-16.25802, -2.83610, 9.25719)
C (-18.29578, -1.43992, 9.55816)
N (-15.59855, -0.58675, 7.17308)
C (-15.58145, 0.76364, 6.75304)
C (-14.30628, -1.28741, 7.22556)
N (-17.13516, -2.79749, 6.11228)
C (-18.07991, -3.90101, 6.40157)
C (-17.04753, -2.55791, 4.57592)
H (-15.52407, -2.30970, 9.86737)
H (-15.68093, -3.29154, 8.45243)
H (-16.67758, -3.43114, 10.06835)
H (-18.69859, -2.19549, 10.23266)
H (-18.94621, -0.79841, 8.96360)
H (-17.79368, -0.68284, 10.16051)
H (-15.42278, 1.36170, 7.65040)
H (-14.94983, 0.94298, 5.88298)
H (-16.58244, 1.07786, 6.45742)
H (-14.01225, -1.37069, 8.27184)
H (-14.35351, -2.32874, 6.90696)
H (-13.53454, -0.84900, 6.59285)
H (-19.05379, -3.46427, 6.18042)
H (-17.93738, -4.82153, 5.83551)
H (-18.18896, -4.16930, 7.45240)
H (-16.87851, -3.50264, 4.05917)
H (-16.27186, -1.85139, 4.28052)
H (-17.98816, -2.24520, 4.12258)
O (-19.79682, -9.35153, 9.60674)
P (-19.77160, -8.30725, 10.69069)
N (-19.84874, -8.79150, 12.39039)
C (-19.30569, -10.06154, 12.72162)
C (-19.90501, -7.80689, 13.50488)
N (-21.13147, -7.20896, 10.51209)
C (-22.41744, -7.58600, 11.14645)
C (-21.16982, -6.48170, 9.26015)
N (-18.34293, -7.32263, 10.56012)
C (-17.13429, -7.69775, 9.85074)
C (-18.22295, -6.01869, 11.29161)
H (-19.57936, -10.27974, 13.75390)
H (-18.25046, -10.15874, 12.46641)
H (-19.69835, -10.80003, 12.02268)
H (-18.91948, -7.59960, 13.92182)
H (-20.65354, -8.03131, 14.26479)
H (-20.31182, -6.83981, 13.20928)
H (-22.96697, -6.64492, 11.16800)
H (-22.87106, -8.40295, 10.58527)
H (-22.29402, -7.96282, 12.16177)
H (-22.20158, -6.13970, 9.17894)
H (-20.55614, -5.60110, 9.45000)
H (-20.85676, -7.11890, 8.43305)
H (-16.70955, -6.85754, 9.30143)
H (-16.52610, -7.94122, 10.72190)
H (-17.29947, -8.49879, 9.13021)
H (-17.73757, -5.32168, 10.60847)
H (-17.74058, -6.23993, 12.24369)
H (-19.22941, -5.64120, 11.47224)
O (-17.13535, 3.98721, 12.60104)
P (-16.65862, 3.27783, 11.35525)
N (-15.44442, 2.15642, 11.58535)
C (-14.62048, 2.14364, 12.85872)
C (-15.40642, 0.84821, 11.02463)
N (-15.86827, 4.35316, 10.26626)
C (-14.96277, 3.98221, 9.21541)
C (-16.55318, 5.67930, 10.09947)
N (-17.98665, 2.65377, 10.42443)
C (-17.91021, 2.40583, 8.97011)
C (-19.16790, 2.29793, 11.13810)
H (-13.57363, 2.19091, 12.55879)
H (-14.79279, 1.23846, 13.44101)
H (-15.02646, 2.99914, 13.39855)
H (-16.18348, 0.33836, 11.59413)
H (-14.42639, 0.41109, 11.21584)
H (-15.59198, 0.83284, 9.95065)
H (-14.46448, 3.02523, 9.37039)
H (-15.44397, 3.87471, 8.24331)
H (-14.15301, 4.70440, 9.11130)
H (-15.92007, 6.48668, 9.73149)
H (-17.36756, 5.49463, 9.39891)
H (-17.00647, 5.95136, 11.05268)
H (-18.82123, 2.05329, 8.48651)
H (-17.63642, 3.33684, 8.47375)
H (-17.16909, 1.62912, 8.78157)
H (-19.46535, 3.23860, 11.60152)
H (-19.00209, 1.52265, 11.88613)
H (-19.93599, 2.00367, 10.42287)
C (-15.99709, -9.80187, 14.54337)
O (-15.17432, -8.69182, 14.90751)
C (-15.55072, -7.41690, 15.00128)
O (-16.60400, -6.99451, 14.61820)
O (-14.53978, -6.72898, 15.52702)
C (-14.48665, -5.27651, 15.32583)
H (-16.13204, -9.73642, 13.46374)
H (-16.97850, -9.72980, 15.01213)
H (-15.62165, -10.81016, 14.71804)
H (-14.38482, -4.85014, 16.32380)
H (-15.39796, -4.85756, 14.89907)
H (-13.57634, -4.84950, 14.90503)

Löwdin atomic charge list, values in e, 5 entries: 1.008, -0.342, 0.409, -0.254, -0.332

---

No. 5
Molecular formula: C4H10N2O
Method: DFT, ωB97M-V with the def2-TZVPD basis set

The calculation puts the strongest force on any atom at 1.656 eV Å⁻¹. As for the LUMO energy: 0.0257 Ha. The energy relative to the best compared isomer or geometry (same formula, charge and spin) is 273.1 kJ/mol.

CARTESIAN COORDINATES (ANGSTROEM)
H (1.66904, -0.60169, -2.46068)
N (1.34655, -0.38532, -1.54209)
C (0.07108, -0.37688, -1.42636)
O (-0.95644, -0.57400, -2.06279)
N (-0.12164, 0.03548, 0.11989)
C (1.39171, 0.18308, 0.71455)
C (-0.91153, -1.04793, 0.79604)
C (-0.93466, 1.28745, 0.18524)
H (1.25883, 0.88542, 1.52222)
H (1.67355, -0.81532, 1.05262)
H (2.26409, 0.52651, 0.11983)
H (-1.07520, -0.78800, 1.84688)
H (-0.36256, -1.98821, 0.72585)
H (-1.88292, -1.18920, 0.29642)
H (-0.40700, 2.07627, -0.35059)
H (-1.91501, 1.14458, -0.29308)
H (-1.07926, 1.57530, 1.23159)

Löwdin atomic charge list, values in e, 5 entries: 0.048, 0.069, -0.632, 0.007, -0.258

---

No. 6
Molecular formula: C31H26As2Cl2HfN2S2
Method: DFT, ωB97M-V with the def2-TZVPD basis set

The calculation puts the strongest force on any atom at 3.159 eV Å⁻¹. The charge is +2. As for the LUMO energy: -0.2763 Ha. The energy relative to the best compared isomer or geometry (same formula, charge and spin) is 102.1 kJ/mol.

CARTESIAN COORDINATES (ANGSTROEM)
Hf (1.31450, 0.78339, -1.17438)
C (-1.27410, -1.09661, 0.80222)
C (-0.19510, -0.70671, 1.81362)
As (0.77130, 1.02639, 1.49472)
C (-0.71430, 2.29999, 1.54842)
C (-1.63360, 2.29269, 0.49642)
C (-2.62890, 3.25149, 0.42882)
C (-2.71260, 4.22689, 1.41012)
C (-1.80990, 4.23909, 2.45962)
C (-0.80260, 3.29059, 2.52272)
C (1.61400, 1.13439, 3.28062)
C (0.83310, 1.08099, 4.43542)
C (1.44060, 1.11709, 5.67822)
C (2.82190, 1.20639, 5.77552)
C (3.60210, 1.24919, 4.63042)
C (3.00060, 1.21679, 3.38122)
As (-0.75140, -0.99911, -1.13598)
C (0.65490, -2.37791, -1.14718)
C (0.49230, -3.62581, -1.74208)
C (1.53680, -4.53801, -1.76178)
C (2.76740, -4.20691, -1.21968)
C (2.95100, -2.96301, -0.63688)
C (1.90090, -2.05791, -0.59858)
C (-2.31150, -1.95211, -1.89178)
C (-2.75930, -3.14171, -1.31328)
C (-3.82400, -3.82091, -1.87718)
C (-4.44560, -3.32591, -3.01418)
C (-4.00620, -2.14451, -3.58668)
C (-2.94270, -1.45181, -3.02828)
H (-2.15910, -0.45301, 0.92052)
H (-1.60310, -2.11971, 1.02412)
H (0.57810, -1.48851, 1.87512)
H (-0.65660, -0.65421, 2.80942)
H (-1.57930, 1.53269, -0.29508)
H (-3.32080, 3.25599, -0.39848)
H (-3.47700, 4.98379, 1.34712)
H (-1.88120, 4.99849, 3.22172)
H (-0.07540, 3.32759, 3.32682)
H (-0.24880, 1.02619, 4.35492)
H (0.83470, 1.06699, 6.57012)
H (3.29040, 1.24499, 6.74652)
H (4.67780, 1.29879, 4.70602)
H (3.60720, 1.25929, 2.47862)
H (-0.46180, -3.88681, -2.18558)
H (1.38560, -5.51121, -2.20028)
H (3.58520, -4.90921, -1.25108)
H (3.90620, -2.70451, -0.20588)
H (2.05270, -1.10341, -0.05278)
H (-2.26960, -3.54711, -0.43288)
H (-4.16610, -4.74251, -1.43118)
H (-5.27110, -3.86601, -3.45098)
H (-4.48760, -1.76131, -4.47228)
H (-2.60440, -0.52671, -3.48328)
S (1.33160, 0.41269, -3.61968)
C (-0.11490, 1.39799, -3.76958)
C (-0.97050, 1.03939, -4.83518)
N (-1.65700, 0.69699, -5.68498)
C (-0.43720, 2.44869, -2.95498)
S (0.60210, 3.07539, -1.68098)
C (-1.65160, 3.15269, -3.11228)
N (-2.64160, 3.72809, -3.15028)
Cl (3.58840, 2.40369, -0.40678)
C (4.76130, 1.51999, -1.39848)
Cl (4.01170, -0.03251, -1.78768)
H (5.67820, 1.35469, -0.83168)
H (4.95370, 2.07509, -2.31878)

Löwdin atomic charge list, values in e, 5 entries: 0.746, -0.383, -0.389, 1.208, -0.396

---

Question: strongest force on any atom of number 6 (C31H26As2Cl2HfN2S2)?
Answer: 3.159 eV Å⁻¹

---

What did the first record say?
Molecular formula: C5H14NO4
Method: DFT, ωB97M-V with the def2-TZVPD basis set

The calculation puts the strongest force on any atom at 1.984 eV Å⁻¹. The charge is -1. As for the LUMO energy: 0.1359 Ha. The energy relative to the best compared isomer or geometry (same formula, charge and spin) is 157.0 kJ/mol.

CARTESIAN COORDINATES (ANGSTROEM)
O (-0.59755, 1.36424, 2.62676)
C (-0.72637, 1.45413, 1.41358)
N (0.35924, 1.71943, 0.63281)
C (1.81480, 1.07480, 0.87852)
O (2.16393, 0.23926, -0.10160)
C (-2.09900, 1.07274, 0.78509)
C (-2.09022, -0.42964, 0.43125)
C (-1.50309, -0.70292, -0.92134)
H (0.36854, 1.67066, -0.37733)
H (2.62560, 1.82847, 0.84990)
H (1.57307, 0.58900, 1.85346)
H (-2.83981, 1.37724, 1.51856)
H (-2.29752, 1.66451, -0.11530)
H (-3.07369, -0.86350, 0.65215)
H (-1.51685, -1.00621, 1.18732)
H (-0.65240, -0.12788, -1.28690)
H (-1.13380, -1.71194, -1.00879)
H (-2.21393, -0.48794, -1.75179)
H (1.85351, -1.23806, -0.05874)
H (1.89551, -2.75976, 0.41557)
O (1.81148, -2.23914, -0.39280)
H (2.05747, -0.04805, -2.43681)
H (2.10971, -1.50310, -1.99817)
O (2.11137, -0.93635, -2.79539)

Löwdin atomic charge list, values in e, 5 entries: -0.004, -0.537, 0.083, -0.357, -0.276

---

Question: Which of these has the highest strongest force on any atom?
Answer: C27H78AlF2N13O11P4S2

---

Question: Which formula does entry 6 have?
Answer: C31H26As2Cl2HfN2S2